Computed, not measured: one molecule with the formula C6H4N2O in a non-equilibrium geometry, with ωB97M-V/def2-TZVPD.

Net charge   0
Total energy   -11307.947 eV
F_max   13.7 eV Å⁻¹
Relative energy (zero: lowest compared OMol25 entry of this formula, charge and spin)   548.1 kJ/mol
LUMO level   -0.55 eV
Highest occupied orbital energy   -0.386 hartree

Element x y z (Å)
O1 0.54 0.52 -1.12
N1 0.72 2.68 2.10
N2 -2.57 1.49 0.20
C1 0.56 1.94 1.04
C2 -0.39 -0.66 0.78
C3 -0.12 0.77 0.18
C4 0.03 -1.58 -0.24
C5 -1.33 1.43 0.06
C6 0.81 -0.85 -1.33
H1 1.83 -1.07 -1.24
H2 0.31 -1.28 -2.19
H3 -0.84 -0.76 1.91
H4 0.45 -2.61 -0.15

---

Computed, not measured: a 2-piece molecular cluster, C6H4N2O2 overall in a non-equilibrium geometry, with ωB97M-V/def2-TZVPD.

Net charge   0
Total energy   -13359.476 eV
F_max   5.9 eV Å⁻¹
Relative energy (zero: lowest compared OMol25 entry of this formula, charge and spin)   226.9 kJ/mol
LUMO level (spin up / spin down)   0.05 / 0.05 eV
Highest occupied orbital energy (spin up / spin down)   -0.317 / -0.317 hartree

Element x y z (Å)
O1 -4.41 1.10 -0.79
O2 -4.28 0.74 1.43
N1 -3.18 -1.55 0.11
N2 -2.09 -1.21 -0.04
C1 -4.40 0.98 0.34
C2 -0.31 0.19 -0.99
C3 -0.90 -0.73 -0.09
C4 1.31 -0.66 0.36
C5 0.18 -1.25 0.76
C6 1.03 0.19 -0.80
H1 2.26 -1.03 0.69
H2 -0.09 -1.88 1.43
H3 1.85 0.77 -1.29
H4 -0.84 0.65 -1.88

---

Computed, not measured: one molecule with the formula C6H4N4O2 in a non-equilibrium geometry, with ωB97M-V/def2-TZVPD.

Net charge   0
Total energy   -16339.742 eV
F_max   5.3 eV Å⁻¹
Relative energy (zero: lowest compared OMol25 entry of this formula, charge and spin)   276.2 kJ/mol
LUMO level   -0.51 eV
Highest occupied orbital energy   -0.355 hartree

Element x y z (Å)
O1 -3.16 -0.80 -2.93
O2 -1.45 0.14 -1.36
N1 -1.75 -2.05 -1.45
N2 1.57 -0.38 0.51
N3 0.85 2.23 1.44
N4 -0.44 -1.81 -0.88
C1 0.40 0.19 0.15
C2 2.26 0.23 1.52
C3 -2.22 -0.95 -2.13
C4 2.00 1.59 1.81
C5 0.00 1.49 0.66
C6 -0.41 -0.56 -0.77
H1 2.59 2.06 2.68
H2 -1.09 1.78 0.27
H3 -2.11 -2.94 -1.60
H4 2.98 -0.23 2.08

---

Computed, not measured: one molecule with the formula C6H4O, with ωB97M-V/def2-TZVPD.

Net charge   0
Total energy   -8330.157 eV
F_max   0.6 eV Å⁻¹
Relative energy (zero: lowest compared OMol25 entry of this formula, charge and spin)   220.3 kJ/mol
LUMO level   -0.27 eV
Highest occupied orbital energy   -0.375 hartree

Element x y z (Å)
O1 -1.91 -0.93 1.68
C1 -1.84 -2.45 -1.42
C2 -1.27 -0.86 0.64
C3 0.73 0.87 0.36
C4 1.82 1.83 0.26
C5 -1.57 -1.72 -0.50
C6 -0.18 0.08 0.46
H1 2.58 1.62 1.02
H2 1.45 2.85 0.44
H3 -2.09 -3.10 -2.23
H4 2.29 1.80 -0.73

---

Computed, not measured: one molecule with the formula C6H4O, with ωB97M-V/def2-TZVPD.

Net charge   0
Total energy   -8329.842 eV
F_max   0.8 eV Å⁻¹
Relative energy (zero: lowest compared OMol25 entry of this formula, charge and spin)   250.7 kJ/mol
LUMO level   -0.25 eV
Highest occupied orbital energy   -0.372 hartree

Element x y z (Å)
O1 0.90 1.84 1.06
C1 -2.48 -0.16 -0.68
C2 1.13 0.75 0.57
C3 3.35 -0.67 0.59
C4 -1.04 -0.24 -0.46
C5 0.07 0.05 -0.11
C6 2.40 0.05 0.63
H1 -2.93 0.00 0.31
H2 -2.92 -1.03 -1.15
H3 4.19 -1.33 0.54
H4 -2.66 0.74 -1.28

---

Computed, not measured: one molecule with the formula C6H4O in a non-equilibrium geometry, with ωB97M-V/def2-TZVPD.

Net charge   0
Total energy   -8329.719 eV
F_max   1.0 eV Å⁻¹
Relative energy (zero: lowest compared OMol25 entry of this formula, charge and spin)   262.5 kJ/mol
LUMO level   -0.06 eV
Highest occupied orbital energy   -0.373 hartree

Element x y z (Å)
O1 1.08 -2.38 0.59
C1 0.25 0.99 0.53
C2 0.26 2.41 0.84
C3 0.22 -1.63 0.19
C4 0.25 -0.20 0.35
C5 -0.84 -2.13 -0.68
C6 -1.01 -2.51 -1.81
H1 -0.56 2.93 0.34
H2 1.21 2.87 0.55
H3 0.14 2.53 1.92
H4 -1.00 -2.88 -2.81

---

Computed, not measured: one molecule with the formula C6H4O, with ωB97M-V/def2-TZVPD.

Net charge   0
Total energy   -8329.496 eV
F_max   0.8 eV Å⁻¹
Relative energy (zero: lowest compared OMol25 entry of this formula, charge and spin)   284.1 kJ/mol
LUMO level   0.05 eV
Highest occupied orbital energy   -0.372 hartree

Element x y z (Å)
O1 -2.17 -0.81 0.53
C1 -0.37 0.90 2.95
C2 -0.73 0.69 -0.54
C3 0.15 0.27 -1.25
C4 -0.84 0.55 1.90
C5 -1.38 0.10 0.63
C6 1.15 -0.55 -1.92
H1 0.66 -1.51 -2.13
H2 1.54 -0.12 -2.84
H3 1.97 -0.73 -1.22
H4 0.03 1.23 3.89

---

Computed, not measured: one molecule with the formula C6H4O2 in a non-equilibrium geometry, with ωB97M-V/def2-TZVPD.

Net charge   0
Total energy   -10375.830 eV
F_max   10.6 eV Å⁻¹
Relative energy (zero: lowest compared OMol25 entry of this formula, charge and spin)   457.7 kJ/mol
LUMO level   0.13 eV
Highest occupied orbital energy   -0.289 hartree

Element x y z (Å)
O1 1.44 0.92 0.66
O2 2.07 -1.04 -0.36
C1 -0.30 -0.28 -0.04
C2 1.12 -0.22 0.00
C3 0.32 1.77 0.59
C4 -0.91 -1.36 -0.58
C5 -0.81 1.06 0.29
C6 -2.04 -2.09 -0.63
H1 2.89 -0.64 0.38
H2 -2.77 -2.63 -1.33
H3 -1.80 1.71 0.10
H4 0.80 2.79 0.91

---

Computed, not measured: an isolated ion of composition C6H4O2P and charge -1 in a non-equilibrium geometry, with ωB97M-V/def2-TZVPD.

Net charge   -1
Total energy   -19666.779 eV
F_max   4.2 eV Å⁻¹
Relative energy (zero: lowest compared OMol25 entry of this formula, charge and spin)   433.3 kJ/mol
LUMO level (spin up / spin down)   2.64 / 2.76 eV
Highest occupied orbital energy (spin up / spin down)   -0.167 / -0.169 hartree

Element x y z (Å)
P1 1.97 0.03 -0.04
O1 2.92 -0.11 -1.15
O2 2.46 0.11 1.35
C1 -1.34 -0.65 -0.04
C2 -1.33 0.66 0.19
C3 -0.32 1.67 0.02
C4 0.97 -1.71 -0.10
C5 0.95 1.58 -0.22
C6 -0.36 -1.68 -0.13
H1 -2.24 1.09 0.23
H2 -0.63 2.69 0.30
H3 -0.83 -2.57 -0.46
H4 -2.22 -1.09 0.05

---

Computed, not measured: one molecule with the formula C6H4O2S in a non-equilibrium geometry, with ωB97M-V/def2-TZVPD.

Net charge   0
Total energy   -21213.720 eV
F_max   4.2 eV Å⁻¹
Relative energy (zero: lowest compared OMol25 entry of this formula, charge and spin)   54.9 kJ/mol
LUMO level   0.34 eV
Highest occupied orbital energy   -0.327 hartree

Element x y z (Å)
S1 -1.03 2.33 -0.69
O1 0.41 -1.81 1.60
O2 -0.82 -1.52 3.52
C1 -0.07 0.92 -0.96
C2 -0.40 -1.30 2.44
C3 -0.10 0.08 0.11
C4 -1.49 1.75 0.91
C5 0.61 -1.23 0.29
C6 -0.92 0.57 1.14
H1 0.47 0.83 -1.89
H2 0.25 -1.98 -0.42
H3 1.69 -1.12 0.18
H4 -2.15 2.35 1.50

---

Computed, not measured: an isolated ion of composition C6H4O6S and charge -2 in a non-equilibrium geometry, with ωB97M-V/def2-TZVPD.

Net charge   -2
Total energy   -29406.422 eV
F_max   4.1 eV Å⁻¹
Relative energy (zero: lowest compared OMol25 entry of this formula, charge and spin)   73.0 kJ/mol
LUMO level (spin up / spin down)   5.89 / 5.89 eV
Highest occupied orbital energy (spin up / spin down)   0.001 / 0.001 hartree

Element x y z (Å)
S1 -2.06 -0.97 -0.85
O1 0.88 1.94 1.34
O2 -2.47 2.80 -0.09
O3 1.04 -0.65 -1.06
O4 -1.19 -2.99 0.57
O5 1.58 2.06 -0.72
O6 -2.97 1.07 1.25
C1 -1.06 -1.78 0.41
C2 0.54 -0.03 -0.07
C3 -0.13 -0.79 0.99
C4 -1.53 0.70 -0.65
C5 -2.36 1.60 0.30
C6 1.01 1.35 0.30
H1 -1.61 1.09 -1.69
H2 -0.66 -0.19 1.71
H3 0.69 -1.37 1.61
H4 1.82 1.47 -1.44

---

Computed, not measured: C6H5AsDyN2O2S4 as an isolated structure in a non-equilibrium geometry, with ωB97M-V/def2-TZVPD.

Net charge   -1
Total energy   -141644.394 eV
F_max   2.7 eV Å⁻¹
Relative energy (zero: lowest compared OMol25 entry of this formula, charge and spin)   84.1 kJ/mol
<S²>   9.337
LUMO level (spin up / spin down)   1.75 / 1.75 eV
Multiplicity   6
Highest occupied orbital energy (spin up / spin down)   -0.165 / -0.166 hartree

Element x y z (Å)
Dy1 1.60 2.44 0.36
As1 3.69 3.95 -0.49
S1 1.74 4.17 -1.58
S2 4.00 1.76 -0.55
S3 3.03 4.26 1.63
S4 5.28 5.11 -1.15
O1 0.83 0.52 -0.07
O2 -0.38 2.32 1.19
N1 -1.03 1.23 1.02
N2 -0.40 0.34 0.38
C1 -2.91 -2.39 0.28
C2 -0.81 -3.21 -0.56
C3 -1.02 -0.93 0.17
C4 -2.36 -1.14 0.49
C5 -2.14 -3.42 -0.24
C6 -0.24 -1.96 -0.36
H1 -2.93 -0.32 0.89
H2 0.79 -1.76 -0.59
H3 -2.59 -4.40 -0.40
H4 -3.95 -2.56 0.53
H5 -0.21 -4.01 -0.96

---

Which formula does entry 11 have? C6H4O6S

---

The lowest net charge belongs to which entry? C6H4O6S

---

Which of these has the highest total energy? number 7

---

Which of these has the lowest F_max? number 4